# 1
The following is a DFT calculation (wB97M-V/def2-TZVPD) of a structure of composition C19H23Cl2GeINO2PdS2.

Element x y z (Å)
C: 0.094 3.045 0.922
Cl: 3.684 -2.294 1.402
C: 1.747 -1.662 -4.756
S: -0.527 -1.779 -3.393
C: -2.757 -3.358 -0.726
H: -5.444 -0.594 -1.036
H: -4.347 -4.723 -1.202
C: -3.380 -1.027 -0.640
C: 3.940 -1.159 0.046
H: 2.098 0.383 -4.152
C: 2.463 2.031 2.789
H: 0.230 -4.862 -0.043
H: -1.135 -0.094 2.822
H: 4.540 -1.679 -0.692
H: 0.552 4.019 1.112
H: -0.221 3.815 4.050
H: -0.129 -2.198 -5.724
N: 1.412 -0.357 -4.198
H: 2.451 -2.142 -4.072
C: -2.370 -1.999 -0.536
C: -0.449 2.750 3.996
Ge: 0.545 1.961 2.502
C: -0.109 0.110 2.528
C: 0.424 -2.412 -4.811
H: 0.902 -2.523 0.234
C: -1.010 -1.665 -0.259
H: -0.980 3.203 0.822
H: 0.508 2.702 -0.031
C: -5.033 -2.692 -1.175
Cl: 4.814 0.277 0.567
H: -6.053 -2.950 -1.423
I: -2.968 0.960 -0.254
O: 2.249 -1.392 -1.594
H: 0.561 -3.485 -4.711
H: 2.697 2.986 3.259
H: 0.588 -0.691 2.752
C: -4.076 -3.686 -1.052
C: 2.550 -0.849 -0.529
C: -4.691 -1.366 -0.960
H: -2.089 -5.409 -0.687
H: -0.175 2.292 4.944
H: 2.805 1.229 3.441
C: -1.788 -4.377 -0.560
C: -0.114 -2.747 -0.050
H: 2.997 1.950 1.846
H: -1.523 2.636 3.853
C: -0.487 -4.069 -0.201
S: 0.044 1.043 -2.420
Pd: -0.248 0.254 -0.107
H: 2.193 -1.550 -5.742
C: 0.413 -0.327 -3.343
O: 1.833 -0.081 0.175

The total charge is +1. For the frontier orbital gap (spin up / spin down), the calculation gives 6.75 / 5.23 eV. The expectation value of S² is 6.039. The LUMO energy (spin up / spin down) is -3.67 / -6.46 eV. Its spin multiplicity is 5. The energy relative to the best compared isomer or geometry (same formula, charge and spin) comes out at 7.92 kcal/mol. The HOMO energy (spin up / spin down) is -10.43 / -11.69 eV.


# 2
The following is a DFT calculation (wB97M-V/def2-TZVPD) of a structure of composition C25H44BF4N4O5STeY.

Element x y z (Å)
H: 2.430 -1.779 2.440
H: -4.097 3.590 3.317
C: 5.044 -2.923 -1.225
H: 1.595 -3.805 -4.785
C: -3.256 1.259 1.523
H: -1.377 -2.542 0.408
H: -4.552 3.092 -2.867
O: -0.634 -0.572 2.495
H: -3.702 -0.710 2.220
H: -1.244 2.149 -4.829
H: 1.457 4.255 2.011
O: 0.874 -1.094 0.104
H: -2.819 -2.645 1.439
N: 3.993 -2.477 -0.327
H: -6.336 2.085 1.743
H: 4.828 -2.963 2.882
C: -3.581 3.430 -3.234
C: 3.961 -2.475 1.014
F: 2.151 3.900 -0.416
H: 4.312 2.379 2.692
H: -0.868 0.527 -5.400
H: 2.827 0.264 -2.248
C: -1.060 -1.735 2.372
C: 5.095 -2.991 1.829
H: 2.302 0.420 -4.666
C: 2.041 -1.599 0.261
H: 5.991 -2.385 1.690
H: -2.487 3.342 -1.353
C: -1.282 -4.072 3.062
F: 1.644 1.649 -0.658
C: 3.608 1.973 1.973
H: -3.473 3.113 -4.270
C: -1.960 -2.028 1.174
B: 1.208 3.048 -0.871
H: -3.084 3.744 1.865
N: -4.258 2.009 1.947
Y: -0.176 0.789 0.531
F: 0.825 3.188 -2.171
S: -2.498 1.162 -2.122
H: -0.194 1.095 -3.868
H: 5.119 -2.239 -2.066
H: -5.764 1.603 3.347
H: 5.339 -4.020 1.562
N: 2.818 -1.942 -0.795
H: 0.944 -3.081 4.367
C: 2.556 -0.617 -2.813
O: -2.375 -0.792 0.619
H: -0.519 -2.709 5.293
H: -2.185 -0.532 -3.634
H: 1.971 4.290 3.731
C: 1.308 3.835 3.001
C: 1.859 -2.914 -4.232
C: -4.050 3.427 2.241
C: -2.285 0.542 -3.797
H: -0.555 -4.762 3.484
N: -0.765 -2.713 3.214
H: 0.273 3.952 3.312
C: 2.253 -0.537 -4.165
C: 0.050 -2.458 4.398
H: -3.228 0.719 -4.315
H: 3.490 2.633 1.119
H: 1.693 -1.616 -5.930
C: 2.502 -1.853 -2.189
O: -2.115 1.724 1.322
H: 4.852 -3.930 -1.594
C: -5.587 1.501 2.276
C: -1.074 1.121 -4.510
H: 5.982 -2.909 -0.677
H: 2.108 -3.954 -2.363
H: -3.588 4.519 -3.225
Te: 1.721 1.751 2.924
C: -2.434 2.935 -2.366
H: -4.374 -0.357 0.615
H: -4.840 4.003 1.763
C: 2.150 -3.003 -2.880
H: 3.929 0.985 1.648
C: 2.760 -1.927 1.425
H: -2.226 -4.201 3.594
H: 0.329 -1.410 4.429
H: -1.413 -4.332 2.015
H: -1.442 3.153 -2.760
F: 0.025 3.080 -0.003
H: -5.705 0.458 2.003
O: -1.161 0.811 -1.460
C: -3.504 -0.222 1.261
C: 1.911 -1.681 -4.872

The total charge is +2. For the frontier orbital gap, the calculation gives 9.03 eV. The LUMO energy is -4.13 eV. Its spin multiplicity is 1. The energy relative to the best compared isomer or geometry (same formula, charge and spin) comes out at 0.00 kcal/mol. The HOMO energy is -13.16 eV.


# 3
The following is a DFT calculation (wB97M-V/def2-TZVPD) of a cluster of 12 separate species, C6H31O13 in total at a distorted geometry.

Element x y z (Å)
O: -1.905 -1.216 -2.121
H: 3.007 0.729 0.938
O: 0.410 -4.244 1.578
H: 1.519 2.889 0.300
H: -4.004 -1.221 1.430
H: -1.862 -0.152 0.709
H: 0.618 -1.802 1.673
H: -1.410 -3.411 1.099
H: -1.180 -0.843 -1.662
C: -3.977 -0.678 2.372
H: 0.332 2.477 -0.402
O: -2.235 -3.603 1.594
H: 2.643 1.800 -1.072
H: 0.921 0.080 -2.867
H: -0.998 2.240 -3.219
O: -0.081 2.428 -3.297
O: 1.663 -0.478 -3.093
H: 4.088 0.316 2.014
C: -0.160 0.146 2.152
C: 1.086 -0.270 0.051
H: -2.874 -2.959 1.435
H: 1.353 3.061 3.626
O: 1.239 3.880 3.181
H: -2.418 -0.168 3.813
H: 0.070 0.084 3.300
H: -2.462 1.722 -1.782
H: -0.180 3.068 -4.044
H: 0.048 -3.347 1.801
C: -2.576 -0.353 2.779
H: 0.007 1.261 1.932
H: -0.147 -4.914 2.006
H: -4.531 0.255 2.194
H: 0.775 -2.040 -3.708
H: 1.852 -0.763 1.904
O: 2.122 2.529 -1.476
O: 3.813 0.992 1.473
O: 2.273 0.112 -0.226
O: 0.266 -0.225 -0.856
H: -2.118 0.457 -2.709
O: 0.521 2.626 0.601
O: 0.185 -2.531 -3.173
H: 0.929 3.739 2.327
H: -4.421 -1.330 3.058
H: 0.573 -2.163 -2.330
C: 0.837 -0.733 1.499
H: 2.235 -0.195 -2.429
H: 1.404 1.995 -2.059
O: -2.501 1.422 -2.763
C: -1.641 -0.203 1.825
H: -1.327 -1.874 -2.726

The total charge is -1. For the frontier orbital gap, the calculation gives 9.27 eV. The LUMO energy is 2.77 eV. Its spin multiplicity is 1. The energy relative to the best compared isomer or geometry (same formula, charge and spin) comes out at 96.62 kcal/mol. The HOMO energy is -6.50 eV.


# 4
The following is a DFT calculation (wB97M-V/def2-TZVPD) of the ion C3H5N4S3 with charge +1 at a distorted geometry.

Element x y z (Å)
N: 0.693 1.794 -0.214
C: 0.257 0.974 0.971
H: 1.216 1.094 1.655
H: 1.507 -0.775 -1.272
N: 0.944 1.085 -1.247
H: -0.661 1.220 1.327
N: -1.171 -0.894 0.435
S: 1.110 -1.581 1.293
H: 0.014 -2.426 1.584
N: 0.127 -0.393 0.388
S: -0.845 -0.859 -2.139
C: -1.742 -1.015 -0.693
H: -2.852 -1.396 -0.802
S: 0.762 3.421 -0.171
C: 0.642 -0.249 -1.113

The total charge is +1. For the frontier orbital gap, the calculation gives 7.90 eV. The LUMO energy is -5.14 eV. Its spin multiplicity is 1. As for the SMILES: [S-][N+]1=N[C@@H]2SC=N[N@+]2(S)C1. The energy relative to the best compared isomer or geometry (same formula, charge and spin) comes out at 106.68 kcal/mol. The HOMO energy is -13.04 eV.


# 5
The following is a DFT calculation (wB97M-V/def2-TZVPD) of a structure of composition F4K2N2O8S4 at a distorted geometry.

Element x y z (Å)
O: 8.833 -11.791 5.091
O: 8.474 -11.184 1.627
O: 6.709 -12.302 2.952
O: 13.306 -11.343 4.247
O: 12.975 -13.537 2.948
S: 10.713 -12.522 4.711
F: 6.284 -10.320 1.720
K: 11.150 -15.189 5.228
F: 8.816 -9.464 5.475
O: 10.148 -12.776 3.366
S: 8.832 -10.576 4.333
K: 12.684 -13.950 6.881
F: 14.393 -13.269 4.911
N: 7.379 -9.962 3.630
S: 13.007 -12.789 4.169
S: 7.398 -11.068 2.615
F: 9.524 -13.293 5.462
N: 11.765 -13.526 5.203
O: 10.070 -10.210 3.641
O: 10.574 -11.218 5.336

The total charge is 0. For the frontier orbital gap, the calculation gives 5.67 eV. The LUMO energy is -2.62 eV. Its spin multiplicity is 1. The energy relative to the best compared isomer or geometry (same formula, charge and spin) comes out at 460.38 kcal/mol. The HOMO energy is -8.30 eV.


# 6
The following is a DFT calculation (wB97M-V/def2-TZVPD) of a structure of composition C46H38INPPb at a distorted geometry.

Element x y z (Å)
H: -6.455 -11.061 16.448
C: -6.782 -13.171 16.203
H: -11.796 -12.912 12.592
N: -5.144 -11.681 14.950
H: -4.156 -12.235 13.187
C: -12.297 -12.374 14.608
C: -13.513 -14.555 16.698
C: -9.279 -11.511 18.052
H: -5.392 -12.960 17.815
H: -7.212 -11.425 14.983
C: -7.204 -8.510 10.330
C: -9.473 -12.212 19.219
H: -12.077 -7.503 14.450
H: -5.894 -15.139 18.738
C: -12.499 -17.042 17.310
H: -3.967 -9.925 11.932
C: -6.388 -14.838 17.887
H: -15.113 -14.934 18.154
C: -7.858 -15.324 16.042
C: -10.454 -8.430 13.390
C: -9.268 -8.223 12.701
P: -11.272 -13.726 15.339
H: -7.340 -16.702 17.577
C: -10.775 -13.840 18.114
H: -6.049 -8.119 8.577
C: -8.610 -10.618 12.827
C: -6.023 -8.518 9.592
C: -4.827 -9.537 11.461
C: -8.644 -11.723 13.359
H: -13.974 -17.237 18.770
C: -13.022 -11.204 12.644
C: -10.675 -6.076 13.666
C: -12.347 -12.227 13.221
H: -10.340 -13.981 20.138
H: -12.758 -11.517 16.540
H: -14.181 -9.439 13.059
H: -12.330 -18.659 18.639
C: -4.815 -9.002 10.174
C: -10.559 -18.256 15.799
C: -13.648 -10.449 14.844
C: -7.712 -14.040 15.536
H: -9.268 -4.802 12.670
H: -9.909 -18.875 15.160
C: -7.207 -15.738 17.189
H: -9.147 -11.854 20.170
H: -3.700 -12.610 16.298
H: -4.253 -10.888 16.676
C: -10.801 -18.772 17.093
C: -8.836 -6.886 12.530
C: -3.982 -11.607 15.899
H: -11.340 -5.326 14.082
C: -4.986 -12.578 13.827
H: -9.520 -11.539 15.903
H: -3.938 -8.972 9.529
H: -10.824 -9.443 13.476
I: -11.254 -16.744 13.261
C: -12.925 -11.482 15.458
C: -8.434 -9.315 12.364
C: -13.688 -10.312 13.499
C: -13.645 -16.530 18.034
C: -12.433 -15.013 15.994
C: -10.603 -13.136 16.891
C: -11.163 -17.151 15.292
H: -13.787 -13.505 16.582
H: -8.054 -8.139 9.850
C: -9.548 -5.819 12.962
H: -4.813 -13.634 14.098
C: -6.025 -9.598 12.138
H: -8.762 -10.568 18.039
H: -11.340 -14.727 18.129
C: -14.214 -15.335 17.688
C: -12.013 -16.372 16.139
C: -7.232 -9.087 11.605
C: -11.147 -7.375 13.905
C: -6.119 -13.573 17.331
H: -7.907 -6.784 11.985
C: -11.839 -18.204 17.767
H: -10.420 -19.713 17.409
Pb: -8.846 -14.033 13.679
H: -8.534 -16.048 15.524
H: -6.119 -10.070 13.089
H: -13.022 -11.067 11.604
C: -9.766 -12.032 16.871
C: -10.204 -13.353 19.241
C: -6.424 -11.815 15.638
H: -14.146 -9.708 15.462
H: -5.931 -12.592 13.246
H: -3.062 -11.286 15.343

The total charge is +1. For the frontier orbital gap, the calculation gives 5.40 eV. The LUMO energy is -4.76 eV. Its spin multiplicity is 1. The energy relative to the best compared isomer or geometry (same formula, charge and spin) comes out at 0.00 kcal/mol. The HOMO energy is -10.16 eV.


# 7
The following is a DFT calculation (wB97M-V/def2-TZVPD) of an isolated molecule of C3H7N3S at a distorted geometry.

Element x y z (Å)
H: 2.584 0.708 -0.304
C: -1.094 -0.451 -0.019
H: -1.837 1.434 -0.347
C: 0.541 1.063 0.520
H: 0.805 2.260 0.505
H: 1.275 0.750 -1.423
H: -2.459 -1.724 -0.110
C: 1.605 0.386 -0.407
N: -2.314 -0.816 0.195
H: -0.521 -2.425 -0.160
N: -0.753 0.881 -0.183
S: 1.667 -1.194 0.173
N: -0.158 -1.430 -0.145
H: 0.660 0.556 1.707

The total charge is 0. For the frontier orbital gap, the calculation gives 8.68 eV. The LUMO energy is 0.45 eV. Its spin multiplicity is 1. As for the SMILES: [H]/N=C1/NCCSN1. The energy relative to the best compared isomer or geometry (same formula, charge and spin) comes out at 95.29 kcal/mol. The HOMO energy is -8.23 eV.


# 8
The following is a DFT calculation (wB97M-V/def2-TZVPD) of an isolated molecule of C2H4ClPS at a distorted geometry.

Element x y z (Å)
H: 3.342 0.394 0.510
C: -2.001 -0.492 0.401
H: -0.567 0.804 -0.826
C: -0.905 0.001 -0.171
H: -2.089 -1.388 1.018
S: 0.937 -0.626 0.774
H: 2.627 0.255 -1.400
P: 2.220 0.825 -0.251
Cl: -3.565 0.226 -0.054

The total charge is 0. For the frontier orbital gap, the calculation gives 9.02 eV. The LUMO energy is 0.18 eV. Its spin multiplicity is 1. As for the SMILES: PS/C=C/Cl. The energy relative to the best compared isomer or geometry (same formula, charge and spin) comes out at 22.46 kcal/mol. The HOMO energy is -8.84 eV.